Entry from the OMol25 dataset: the molecule C5H7N4OP in a non-equilibrium geometry (ωB97M-V/def2-TZVPD).

The geometry in ORCA input format:
```
! RIJCOSX wB97M-V def2-TZVPD def2/J DEFGRID3
* xyz 0 1
N 1.430 1.531 0.050
C 2.655 0.961 0.014
H -1.189 2.227 -0.307
C 2.752 -0.384 -0.313
H 3.444 1.509 0.237
N -1.004 1.395 0.258
P -2.117 0.099 -0.146
N -0.947 -1.161 -0.253
C 0.400 0.769 -0.068
H -3.728 0.099 1.453
H 3.690 -0.787 -0.343
C 0.364 -0.594 -0.353
H 1.919 -2.276 -0.688
N -2.859 -0.383 1.260
C 1.622 -1.175 -0.486
O -3.059 0.115 -1.303
H -2.270 -0.266 2.082
H -1.104 -1.679 -1.094
*
```

Summary:
Highest occupied orbital energy ... -9.09 eV
SMILES ... N[P@]1(=O)Nc2cccnc2N1
LUMO level ... 0.77 eV
Energy ... -830.42060 a.u.
Gap between HOMO and LUMO ... 9.9 eV

---

Entry from the OMol25 dataset: a structure of composition C29H21Cl2IrN5O2SSeTe in a non-equilibrium geometry (ωB97M-V/def2-TZVPD).

The geometry in ORCA input format:
```
! RIJCOSX wB97M-V def2-TZVPD def2/J DEFGRID3
* xyz -1 1
H 10.364 -1.346 -0.419
Ir -1.154 0.319 0.698
N -2.877 0.811 1.767
H 1.803 -2.115 2.859
C -1.893 3.098 -2.433
C -2.648 0.528 -3.267
C 1.806 -0.177 -0.433
H 5.972 1.275 -1.757
C -1.500 4.356 -1.930
C 3.589 -1.702 -1.184
C -5.965 -0.865 0.905
H -7.653 -1.252 2.229
C -1.013 4.442 -0.658
Cl -3.140 -1.042 -3.814
C 5.735 -0.853 -1.852
N -0.645 -3.367 2.622
N -1.140 -1.559 1.531
C -2.103 -2.508 1.253
C 4.014 0.663 -1.132
H 3.673 1.669 -0.929
C 4.873 -1.924 -1.648
C 9.755 -1.697 -1.249
H 0.768 -1.224 3.998
C -2.127 0.647 -1.979
H -6.374 -1.430 0.076
C -6.209 0.011 3.134
C -0.266 -2.098 2.356
C -1.809 -3.642 1.931
O -1.990 -0.345 -1.173
C -0.908 3.284 0.130
H -2.305 -4.593 1.985
C -4.992 0.771 3.018
C 5.299 0.442 -1.595
H -0.535 3.316 1.143
H 9.846 -2.781 -1.317
C -6.699 -0.749 2.122
N -1.267 2.102 -0.312
C 0.679 0.016 -0.011
C -2.419 2.878 -3.726
C 8.306 -1.360 -0.977
H -4.145 -0.402 -0.109
C -1.757 1.979 -1.579
C 3.130 -0.404 -0.916
H 2.914 -2.534 -1.028
H -6.758 0.146 4.058
H 10.100 -1.263 -2.187
H 5.214 -2.931 -1.853
H -0.708 5.392 -0.240
O 7.841 -1.276 0.125
H 1.144 -0.537 2.405
C -2.788 1.624 -4.125
S 7.367 -1.132 -2.479
H -3.194 1.467 -5.115
Te -1.586 1.362 3.201
H -0.153 -3.992 3.233
N -4.771 1.618 4.017
H -1.592 5.232 -2.557
H -2.920 -2.291 0.591
C -4.154 0.476 1.861
Se -3.625 3.000 3.832
C 0.936 -1.457 2.945
Cl -2.607 4.216 -4.832
C -4.739 -0.292 0.793
*
```

Summary:
Highest occupied orbital energy (alpha / beta) ... -3.38 / -3.40 eV
LUMO level (alpha / beta) ... 2.08 / 2.10 eV
Energy ... -5634.38029 a.u.
Gap between HOMO and LUMO (alpha / beta) ... 5.5 / 5.5 eV

---

> Number 1 is which compound?

C5H7N4OP